Entry 1:
The following is a quantum chemistry calculation of a structure of composition C8H24NO6Pd in a non-equilibrium geometry, from the Open Molecules 2025 dataset.

Geometry as XYZ:
```
40
Properties=species:S:1:pos:R:3
Pd -6.786 14.953 30.777
O -8.888 14.462 30.955
H -9.084 14.125 31.851
C -6.957 10.508 30.820
C -6.608 11.984 31.227
C -5.303 12.144 32.028
O -5.177 13.524 32.230
C -3.991 13.846 32.925
N -6.656 12.824 30.042
H -6.036 9.972 30.591
H -7.652 10.465 29.982
H -7.253 9.887 31.665
H -7.482 12.400 31.728
H -4.407 11.649 31.654
H -5.540 11.747 33.015
H -3.043 13.614 32.439
H -3.821 13.332 33.871
H -4.142 14.894 33.181
H -6.086 12.470 29.288
H -7.597 12.814 29.675
C -4.670 15.832 28.478
C -6.076 16.057 27.817
O -7.064 15.433 28.600
O -4.702 15.629 29.888
H -4.135 16.770 28.333
H -4.163 15.015 27.964
H -6.075 15.536 26.860
H -6.334 17.112 27.731
H -7.839 15.570 28.051
H -3.778 15.592 30.145
C -7.515 16.792 33.197
C -7.011 17.813 32.170
O -6.842 17.242 30.873
O -6.802 15.558 32.945
H -8.599 16.688 33.157
H -7.318 16.996 34.249
H -6.111 18.154 32.681
H -7.675 18.677 32.207
H -6.556 18.030 30.407
H -6.870 14.971 33.702
```

Its net charge is +1. The energy above the lowest of the compared OMol25 structures with the same formula, charge and spin comes out at 1.256 eV. Its multiplicity is 3. The molecular weight comes out at 336.7 Da. For the calculated total energy, the calculation gives -952.9178 hartree. The value obtained for the orbital gap (spin up / spin down) is 8.88 / 8.39 eV. Its HOMO energy (spin up / spin down) is -11.38 / -11.57 eV.

***

Entry 2:
The following is a quantum chemistry calculation of a cluster of 4 separate species, C8H24O4 in total in a non-equilibrium geometry, from the Open Molecules 2025 dataset.

Geometry as XYZ:
```
36
Properties=species:S:1:pos:R:3
C 6.410 6.398 6.102
C 7.566 7.219 5.529
C 8.932 6.732 6.021
O 7.514 7.223 4.101
H 5.454 6.821 5.798
H 6.465 6.407 7.192
H 6.469 5.363 5.759
H 7.460 8.258 5.839
H 8.948 6.666 7.114
H 9.680 7.499 5.792
H 9.320 5.801 5.609
H 7.531 6.302 3.823
C 8.920 9.401 9.308
C 7.556 9.178 9.938
C 7.525 7.927 10.789
O 7.282 10.347 10.724
H 9.706 9.380 10.064
H 8.899 10.345 8.769
H 9.153 8.587 8.617
H 6.825 9.085 9.122
H 8.445 7.837 11.370
H 7.492 7.031 10.157
H 6.661 7.869 11.451
H 6.498 10.172 11.253
C 12.529 7.801 7.114
O 13.378 7.909 8.250
H 12.535 6.772 6.744
H 11.532 8.120 7.406
H 12.856 8.475 6.312
H 14.266 7.666 7.958
C 16.305 6.752 6.088
O 15.726 6.567 7.381
H 16.863 7.684 6.110
H 16.951 5.919 5.820
H 15.523 6.857 5.328
H 15.630 5.628 7.553
```

The energy above the lowest of the compared OMol25 structures with the same formula, charge and spin comes out at 0.641 eV. The structure (SMILES) is CC(C)O.CC(C)O.CO.CO. The molecular weight comes out at 184.3 Da. For the calculated total energy, the calculation gives -620.1106 hartree. The value obtained for the orbital gap is 10.51 eV. Its HOMO energy is -9.83 eV.

***

Entry 3:
The following is a quantum chemistry calculation of a cluster of 4 separate species, C8H24O4 in total in a non-equilibrium geometry, from the Open Molecules 2025 dataset.

Geometry as XYZ:
```
36
Properties=species:S:1:pos:R:3
C 2.417 -15.548 -1.173
C 2.543 -15.543 -2.689
O 3.713 -14.726 -3.087
H 3.237 -16.032 -0.642
H 1.498 -16.041 -0.853
H 2.361 -14.515 -0.830
H 1.698 -15.025 -3.141
H 2.463 -16.485 -3.232
H 3.986 -14.824 -4.003
C 4.474 -18.547 -3.753
C 5.050 -19.506 -4.798
O 4.302 -19.441 -5.964
H 4.694 -17.488 -3.891
H 4.726 -18.727 -2.708
H 3.388 -18.557 -3.662
H 4.995 -20.550 -4.490
H 6.115 -19.308 -4.918
H 4.528 -20.307 -6.311
C 6.807 -15.920 -2.128
C 7.968 -16.817 -1.899
O 8.965 -16.172 -1.182
H 7.017 -15.160 -2.881
H 6.364 -15.445 -1.252
H 5.932 -16.413 -2.551
H 8.397 -17.164 -2.838
H 7.583 -17.683 -1.361
H 9.791 -16.558 -1.482
C 8.090 -11.839 -2.315
C 8.086 -11.968 -0.798
O 7.564 -10.749 -0.191
H 7.071 -11.798 -2.700
H 8.486 -12.780 -2.696
H 8.701 -11.019 -2.691
H 9.096 -12.243 -0.492
H 7.405 -12.776 -0.530
H 6.610 -10.858 -0.193
```

Its net charge is +1. The energy above the lowest of the compared OMol25 structures with the same formula, charge and spin comes out at 2.362 eV. Its multiplicity is 2. The molecular weight comes out at 184.3 Da. For the calculated total energy, the calculation gives -619.7010 hartree. The value obtained for the orbital gap (spin up / spin down) is 9.35 / 2.12 eV. Its HOMO energy (spin up / spin down) is -12.35 / -12.34 eV.

***

Entry 4:
The following is a quantum chemistry calculation of a structure of composition C8H24O8PRb in a non-equilibrium geometry, from the Open Molecules 2025 dataset.

Geometry as XYZ:
```
42
Properties=species:S:1:pos:R:3
Rb 8.831 -28.260 -0.191
P 11.614 -28.883 -1.568
O 11.892 -28.608 -0.064
O 12.940 -28.858 -2.465
O 10.640 -27.806 -2.022
O 11.029 -30.290 -1.387
C 8.565 -23.394 0.656
C 8.604 -24.273 -0.652
O 9.414 -25.378 -0.493
H 9.573 -23.392 1.071
H 7.962 -23.724 1.501
H 8.370 -22.333 0.496
H 9.092 -23.753 -1.477
H 7.594 -24.511 -0.986
H 9.860 -25.447 -1.340
C 9.638 -27.201 -5.270
C 8.368 -27.501 -4.509
O 8.383 -27.119 -3.127
H 9.477 -27.634 -6.258
H 10.518 -27.763 -4.958
H 9.848 -26.131 -5.257
H 8.254 -28.579 -4.396
H 7.436 -27.121 -4.927
H 9.241 -27.397 -2.800
C 6.959 -32.801 -0.742
C 8.314 -32.112 -1.142
O 8.854 -31.198 -0.167
H 7.173 -33.867 -0.820
H 6.127 -32.544 -1.397
H 6.607 -32.534 0.254
H 8.333 -31.723 -2.160
H 9.078 -32.881 -1.250
H 9.588 -30.826 -0.663
C 9.871 -26.544 2.812
C 10.397 -27.944 3.287
O 10.479 -28.892 2.121
H 9.905 -25.978 3.744
H 8.808 -26.653 2.601
H 10.387 -26.090 1.966
H 9.689 -28.267 4.050
H 11.336 -27.880 3.838
H 11.002 -28.492 1.422
```

Its net charge is -2. The energy above the lowest of the compared OMol25 structures with the same formula, charge and spin comes out at 1.978 eV. The molecular weight comes out at 364.7 Da. For the calculated total energy, the calculation gives -1286.6053 hartree. The value obtained for the orbital gap is 2.76 eV. Its HOMO energy is 1.09 eV.

***

Entry 5:
The following is a quantum chemistry calculation of a structure of composition C8H25B3INO6 in a non-equilibrium geometry, from the Open Molecules 2025 dataset.

Geometry as XYZ:
```
44
Properties=species:S:1:pos:R:3
N 1.779 -1.022 2.988
C 1.438 0.394 2.784
C 0.470 0.551 1.608
B -1.020 0.329 2.005
O -1.726 -0.696 1.376
B -2.901 -1.062 1.987
O -3.639 -0.053 2.586
B -2.800 0.589 3.454
I -3.185 0.613 5.561
O -1.649 1.125 2.947
H 0.988 -1.626 2.805
H 2.146 -1.181 3.918
H 2.371 0.899 2.534
H 1.063 0.878 3.689
H 0.636 1.537 1.173
H 0.745 -0.177 0.851
H -3.219 -2.202 2.053
C -0.233 -0.876 -3.290
C -0.126 -0.679 -1.790
O 1.212 -0.368 -1.395
H 0.433 -1.677 -3.613
H -1.253 -1.123 -3.584
H 0.062 0.032 -3.821
H -0.406 -1.589 -1.262
H -0.789 0.126 -1.463
H 1.464 0.444 -1.850
C 4.225 -0.059 -0.600
C 5.094 -0.793 0.405
O 4.671 -0.514 1.737
H 4.268 1.018 -0.425
H 4.538 -0.262 -1.626
H 3.189 -0.373 -0.481
H 6.135 -0.482 0.328
H 5.049 -1.874 0.229
H 3.749 -0.802 1.813
C -3.635 0.920 -1.760
C -3.526 1.765 -3.015
O -3.400 0.961 -4.185
H -2.769 0.272 -1.659
H -3.710 1.544 -0.867
H -4.517 0.276 -1.801
H -2.636 2.393 -2.978
H -4.398 2.419 -3.115
H -4.186 0.407 -4.249
```

The molecular weight comes out at 390.6 Da. For the calculated total energy, the calculation gives -1198.5139 hartree. The value obtained for the orbital gap is 9.74 eV. Its HOMO energy is -9.48 eV.

***

Entry 6:
The following is a quantum chemistry calculation of a structure of composition C8H25BClCoNO4 in a non-equilibrium geometry, from the Open Molecules 2025 dataset.

Geometry as XYZ:
```
41
Properties=species:S:1:pos:R:3
Co 2.495 -3.747 -0.860
B 2.121 -4.634 -2.906
H 1.459 -5.407 -2.549
H 1.567 -3.713 -2.814
H 3.070 -4.550 -2.399
H 2.316 -4.745 -3.962
Cl 2.925 -1.428 -1.489
C 5.358 1.093 -0.303
C 4.052 2.056 -0.033
O 2.838 1.294 0.173
O 5.232 0.420 -1.519
H 5.596 0.368 0.475
H 6.377 1.479 -0.327
H 4.005 2.655 -0.942
H 4.231 2.816 0.728
H 2.936 0.430 -0.233
H 4.528 -0.202 -1.324
C -5.057 3.247 2.900
O -3.963 2.455 2.836
C -4.156 1.209 2.185
C -2.917 0.430 1.975
N -3.074 -0.568 0.944
C -1.893 -1.353 0.643
C -0.767 -0.529 -0.041
O -1.276 0.122 -1.219
C -0.280 0.530 -2.135
H -4.964 4.016 2.133
H -5.134 3.667 3.902
H -6.047 2.795 2.833
H -4.513 1.498 1.197
H -4.865 0.616 2.764
H -2.775 -0.041 2.948
H -2.128 1.155 1.776
H -3.129 -0.123 0.038
H -2.282 -2.195 0.069
H -1.445 -1.905 1.469
H 0.103 -1.140 -0.280
H -0.311 0.164 0.667
H 0.313 -0.353 -2.370
H 0.322 1.411 -1.916
H -0.869 0.708 -3.035
```

Its net charge is +1. Its multiplicity is 5. The molecular weight comes out at 304.5 Da. For the calculated total energy, the calculation gives -2542.7249 hartree. The value obtained for the orbital gap (spin up / spin down) is 6.60 / 3.29 eV. Its HOMO energy (spin up / spin down) is -11.79 / -11.78 eV.

***

Repeat the sixth record exactly.
The following is a quantum chemistry calculation of a structure of composition C8H25BClCoNO4 in a non-equilibrium geometry, from the Open Molecules 2025 dataset.

Geometry as XYZ:
```
41
Properties=species:S:1:pos:R:3
Co 2.495 -3.747 -0.860
B 2.121 -4.634 -2.906
H 1.459 -5.407 -2.549
H 1.567 -3.713 -2.814
H 3.070 -4.550 -2.399
H 2.316 -4.745 -3.962
Cl 2.925 -1.428 -1.489
C 5.358 1.093 -0.303
C 4.052 2.056 -0.033
O 2.838 1.294 0.173
O 5.232 0.420 -1.519
H 5.596 0.368 0.475
H 6.377 1.479 -0.327
H 4.005 2.655 -0.942
H 4.231 2.816 0.728
H 2.936 0.430 -0.233
H 4.528 -0.202 -1.324
C -5.057 3.247 2.900
O -3.963 2.455 2.836
C -4.156 1.209 2.185
C -2.917 0.430 1.975
N -3.074 -0.568 0.944
C -1.893 -1.353 0.643
C -0.767 -0.529 -0.041
O -1.276 0.122 -1.219
C -0.280 0.530 -2.135
H -4.964 4.016 2.133
H -5.134 3.667 3.902
H -6.047 2.795 2.833
H -4.513 1.498 1.197
H -4.865 0.616 2.764
H -2.775 -0.041 2.948
H -2.128 1.155 1.776
H -3.129 -0.123 0.038
H -2.282 -2.195 0.069
H -1.445 -1.905 1.469
H 0.103 -1.140 -0.280
H -0.311 0.164 0.667
H 0.313 -0.353 -2.370
H 0.322 1.411 -1.916
H -0.869 0.708 -3.035
```

Its net charge is +1. Its multiplicity is 5. The molecular weight comes out at 304.5 Da. For the calculated total energy, the calculation gives -2542.7249 hartree. The value obtained for the orbital gap (spin up / spin down) is 6.60 / 3.29 eV. Its HOMO energy (spin up / spin down) is -11.79 / -11.78 eV.